Entry 1:
CH3Cl2NO2S | ωB97M-V/def2-TZVPD

SMILES string = CS(=O)(=O)N(Cl)Cl
HOMO energy = -10.2 eV
energy above the lowest of the compared OMol25 structures with the same formula, charge and spin = 3.126 eV

CARTESIAN COORDINATES (ANGSTROEM)
C -1.4055 0.1094 0.0092
S 0.1748 -0.6786 0.2639
O 0.2856 -1.9493 -0.4317
O 0.4916 -0.7002 1.6877
N 1.3373 0.5786 -0.7050
Cl 1.3495 1.9671 0.2472
Cl 2.8429 -0.2447 -0.5859
H -1.3804 0.3940 -0.9909
H -2.3058 -0.4405 -0.0914
H -1.3900 0.9643 0.5968

=====

Entry 2:
C6H9FINS | ωB97M-V/def2-TZVPD

HOMO energy (spin up / spin down) = -7.7 / -7.8 eV
energy above the lowest of the compared OMol25 structures with the same formula, charge and spin = 0.459 eV

CARTESIAN COORDINATES (ANGSTROEM)
C 0.8059 0.7039 1.2644
C 2.4002 -1.0461 0.3239
C -1.5610 1.1484 -0.5613
C -1.2548 -1.4651 -1.0103
C -0.0555 -0.2075 0.7295
C -0.6177 -0.0736 -0.6462
N 1.3564 1.7279 0.6796
F 0.8972 0.6030 2.6603
S 2.8920 -2.3334 1.1503
I 3.0049 0.3211 -1.0746
H -2.0002 1.4146 -1.4801
H -2.3541 1.1637 0.2655
H -0.8214 1.8693 -0.3727
H -0.7503 -2.3034 -0.5340
H -1.1963 -1.6689 -2.0270
H -2.2586 -1.5953 -0.7602
H -0.4333 -0.8828 1.4578
H 0.1851 0.1857 -1.3304
H 1.7616 2.4385 1.2655

=====

Entry 3:
C18H18F4N | ωB97M-V/def2-TZVPD

net charge = +1
HOMO energy = -11.5 eV
energy above the lowest of the compared OMol25 structures with the same formula, charge and spin = 1.207 eV

CARTESIAN COORDINATES (ANGSTROEM)
F 0.2056 -3.5566 3.1790
C 1.0242 -3.0389 2.1977
C 2.3943 -3.0189 2.4358
C 3.1843 -2.4916 1.4127
F 4.5472 -2.4521 1.5975
C 2.6627 -2.0118 0.2294
C 1.2513 -2.0365 -0.0061
C 0.8111 -1.5071 -1.2468
C -0.4801 -1.4558 -1.8328
C -0.5535 -0.9318 -3.1624
C -1.7674 -0.8297 -3.8088
F -1.7932 -0.3242 -5.0882
C -2.9760 -1.2173 -3.2275
C -2.8942 -1.7257 -1.9358
F -4.0630 -2.1268 -1.3246
C -1.7072 -1.8558 -1.2292
C 0.4347 -2.5722 1.0316
H 2.8233 -3.3922 3.3569
H 3.3062 -1.6044 -0.5481
H 1.6223 -1.2399 -1.9304
H 0.3714 -0.6179 -3.6425
H -3.9184 -1.1302 -3.7528
H -1.7359 -2.2548 -0.2254
H -0.6405 -2.6176 0.9335
C -0.0839 4.0449 1.3642
C 0.4631 2.9398 2.2693
C 0.8529 1.7004 1.4563
N -0.2368 1.2326 0.6128
C -0.7797 2.2514 -0.2735
C -1.2170 3.5069 0.4888
H -0.4375 4.8867 1.9657
H 0.7236 4.4035 0.7163
H 1.3297 3.2973 2.8353
H -0.3120 2.6523 2.9889
H 1.7366 1.9598 0.8358
H 1.1487 0.8829 2.1299
H -0.0221 0.3622 0.1327
H -0.0203 2.5521 -1.0255
H -1.6333 1.8214 -0.8176
H -2.0678 3.2451 1.1282
H -1.5535 4.2702 -0.2204

=====

Entry 4:
C18H23N7O2 | ωB97M-V/def2-TZVPD

SMILES string = O=[N+]([O-])c1ccccc1.CC#N.CC#N.CC#N.CC#N.CC#N.CC#N
HOMO energy = -10.0 eV
energy above the lowest of the compared OMol25 structures with the same formula, charge and spin = 6.961 eV

CARTESIAN COORDINATES (ANGSTROEM)
O 0.9618 2.4743 -5.5583
N -0.1313 2.5702 -5.0451
O -0.9620 3.4145 -5.2998
C -0.4838 1.5550 -4.0319
C -1.7163 1.5721 -3.4435
C -2.0482 0.6100 -2.4789
C -1.2081 -0.4609 -2.2215
C 0.0209 -0.5065 -2.9072
C 0.4018 0.5179 -3.7461
H -2.4535 2.3515 -3.5805
H -3.0277 0.6724 -2.0241
H -1.4738 -1.2846 -1.5735
H 0.6410 -1.3874 -2.8160
H 1.3818 0.4111 -4.1915
C -4.1539 -2.5424 3.7745
C -3.0885 -2.3874 2.8045
N -2.2362 -2.2824 2.0420
H -4.9841 -3.1769 3.4563
H -4.6551 -1.6028 4.0036
H -3.7392 -3.0229 4.6605
C 1.1198 -2.9167 2.2621
C 0.7917 -2.7998 0.8404
N 0.5359 -2.6645 -0.2650
H 1.4860 -1.9751 2.6700
H 1.8360 -3.7049 2.4710
H 0.1857 -3.1108 2.7938
C 3.2860 -0.7084 -1.2438
C 4.4560 -1.4912 -0.7929
N 5.4714 -1.9253 -0.4741
H 3.6954 0.3020 -1.2668
H 2.5253 -0.8268 -0.4737
H 2.8764 -0.9919 -2.2049
C -4.0889 2.9742 1.4471
C -4.5127 2.4323 0.1527
N -4.8514 2.0593 -0.8759
H -3.7663 2.1404 2.0662
H -4.7906 3.6257 1.9608
H -3.2098 3.6139 1.3283
C -0.9191 0.4731 1.0071
C 0.4462 0.2476 1.4484
N 1.5130 0.0850 1.8204
H -1.5724 0.5896 1.8669
H -1.1608 -0.3793 0.3722
H -0.9979 1.3846 0.4127
C 5.0629 0.7315 1.9564
C 6.1310 1.6531 1.5835
N 6.9589 2.3824 1.2675
H 4.0915 1.0306 1.5735
H 5.0734 0.4930 3.0159
H 5.2817 -0.2185 1.4567

=====

Entry 5:
C19H26AlI2N2O3S2SeTl | ωB97M-V/def2-TZVPD

net charge = +4
HOMO energy (spin up / spin down) = -19.4 / -19.4 eV

CARTESIAN COORDINATES (ANGSTROEM)
I -3.7689 1.5267 0.3662
I -2.5467 4.6603 -0.9961
Al -0.1795 3.7602 -1.3878
Tl -0.8092 0.1044 0.3244
S -1.1594 1.7156 -2.2169
S -0.1625 2.7147 0.7357
C 0.4376 -2.1465 -1.7498
C -1.1394 1.1026 -3.9036
C 0.5715 3.3379 2.2341
C -1.5573 2.1842 -4.8801
C 0.2994 0.6418 -4.1711
C -2.1592 -0.0413 -3.9470
C 0.3827 4.8310 2.4060
C 2.0677 2.9817 2.0885
C -0.1100 2.6074 3.3933
C 1.1410 3.9155 -3.2780
C 1.7834 4.7922 -0.9280
O 0.0206 -3.0527 -2.3083
O 1.7481 3.9663 -4.2650
O 2.7571 5.3040 -0.5819
H -0.8444 3.0106 -4.9116
H -2.5398 2.5732 -4.6084
H -1.6327 1.7188 -5.8678
H 0.9899 1.4980 -4.0797
H 0.3616 0.2095 -5.1848
H 0.5914 -0.1298 -3.4418
H -1.8592 -0.8730 -3.2941
H -2.2009 -0.3786 -4.9907
H -3.1447 0.3351 -3.6262
H 0.8245 5.0932 3.3708
H -0.6762 5.0788 2.4193
H 0.8679 5.3933 1.6109
H 2.5749 3.2535 3.0345
H 2.4884 3.5420 1.2346
H 2.2162 1.9033 1.8919
H 0.4040 2.9464 4.3048
H -0.0306 1.5139 3.3107
H -1.1793 2.8702 3.4078
C -0.7824 -2.7331 3.6889
N 0.0238 -3.1999 2.5754
C 0.9261 -2.4505 1.8875
Se 1.4411 -0.7377 2.2531
N 1.3997 -3.2985 0.9065
C 0.8772 -4.5809 1.0557
C 1.2475 -5.7415 0.4198
C 0.6667 -6.9117 0.9130
C -0.2188 -6.8549 1.9979
C -0.5570 -5.6634 2.6224
C -0.0076 -4.4925 2.1263
H -0.7093 -1.6679 3.8286
H -0.4934 -3.1914 4.6218
H -1.8260 -2.9579 3.5278
H 2.1118 -3.0292 0.1984
H 1.9593 -5.6933 -0.4216
H 0.9362 -7.8678 0.4359
H -0.6240 -7.7988 2.3687
H -1.1988 -5.5939 3.4794

=====

Entry 6:
C23H30MnN5O2SSe | ωB97M-V/def2-TZVPD

net charge = -1
expectation value of S² = 8.757
multiplicity = 6
HOMO energy (spin up / spin down) = -3.8 / -3.8 eV
energy above the lowest of the compared OMol25 structures with the same formula, charge and spin = 1.296 eV

CARTESIAN COORDINATES (ANGSTROEM)
Mn 1.0214 -0.8558 1.9379
N -2.0888 0.9322 3.9653
C -0.8237 0.5099 3.6629
S -0.6028 -1.2334 3.7604
N 0.0825 1.4015 3.4078
N 1.3016 0.9099 3.0382
C 2.2427 1.7354 2.6648
C 3.5372 1.2789 2.2722
C 4.5160 2.1933 1.8564
C 5.7496 1.7869 1.3984
C 6.0505 0.4249 1.3518
C 5.1221 -0.5052 1.7466
C 3.8320 -0.1363 2.1990
O 2.9703 -1.0407 2.4815
H -2.7870 0.2218 3.8182
H -2.3157 1.8497 3.6141
H 2.0327 2.8063 2.6194
H 4.2763 3.2500 1.8911
H 6.4790 2.5126 1.0595
H 7.0165 0.0903 0.9946
H 5.3400 -1.5640 1.6985
C 2.8277 0.4420 -1.0130
N 2.0928 -0.5329 -1.7843
C 1.7569 -0.1485 -3.1367
C 0.3328 -0.5705 -3.4512
C 0.2665 -2.0737 -3.2504
N 0.6920 -2.3877 -1.9102
C 0.1894 -3.6035 -1.3291
C 1.4598 -1.5522 -1.1507
O 1.6407 -1.7999 0.0498
H 2.1981 1.2990 -0.7506
H 3.6838 0.7848 -1.5923
H 3.1783 -0.0147 -0.0916
H 2.4528 -0.6255 -3.8420
H 1.8714 0.9335 -3.2214
H 0.0547 -0.2938 -4.4671
H -0.3377 -0.0716 -2.7489
H 0.9113 -2.5836 -3.9830
H -0.7559 -2.4398 -3.3849
H -0.8836 -3.6909 -1.5049
H 0.6906 -4.4703 -1.7686
H 0.3783 -3.5881 -0.2575
C -6.5613 0.1508 -0.8100
C -5.0976 0.3411 -0.5249
C -4.3324 -0.6641 0.0357
C -2.9632 -0.5309 0.2428
C -2.2355 -1.7228 0.7872
C -2.3356 0.6702 -0.0924
Se -0.4310 0.9232 0.0816
C -3.1059 1.7177 -0.6259
C -2.4718 3.0224 -0.9919
C -4.4599 1.5344 -0.8450
H -6.9003 -0.8309 -0.4856
H -6.7472 0.2378 -1.8815
H -7.1592 0.9081 -0.3028
H -4.8006 -1.6004 0.3104
H -2.7452 -2.1260 1.6611
H -1.2020 -1.4782 1.0832
H -2.1887 -2.5069 0.0326
H -1.8854 3.3915 -0.1535
H -3.2229 3.7585 -1.2703
H -1.7764 2.8774 -1.8193
H -5.0312 2.3469 -1.2817

=====

Please write out number 5 again, unchanged.
C19H26AlI2N2O3S2SeTl | ωB97M-V/def2-TZVPD

net charge = +4
HOMO energy (spin up / spin down) = -19.4 / -19.4 eV

CARTESIAN COORDINATES (ANGSTROEM)
I -3.7689 1.5267 0.3662
I -2.5467 4.6603 -0.9961
Al -0.1795 3.7602 -1.3878
Tl -0.8092 0.1044 0.3244
S -1.1594 1.7156 -2.2169
S -0.1625 2.7147 0.7357
C 0.4376 -2.1465 -1.7498
C -1.1394 1.1026 -3.9036
C 0.5715 3.3379 2.2341
C -1.5573 2.1842 -4.8801
C 0.2994 0.6418 -4.1711
C -2.1592 -0.0413 -3.9470
C 0.3827 4.8310 2.4060
C 2.0677 2.9817 2.0885
C -0.1100 2.6074 3.3933
C 1.1410 3.9155 -3.2780
C 1.7834 4.7922 -0.9280
O 0.0206 -3.0527 -2.3083
O 1.7481 3.9663 -4.2650
O 2.7571 5.3040 -0.5819
H -0.8444 3.0106 -4.9116
H -2.5398 2.5732 -4.6084
H -1.6327 1.7188 -5.8678
H 0.9899 1.4980 -4.0797
H 0.3616 0.2095 -5.1848
H 0.5914 -0.1298 -3.4418
H -1.8592 -0.8730 -3.2941
H -2.2009 -0.3786 -4.9907
H -3.1447 0.3351 -3.6262
H 0.8245 5.0932 3.3708
H -0.6762 5.0788 2.4193
H 0.8679 5.3933 1.6109
H 2.5749 3.2535 3.0345
H 2.4884 3.5420 1.2346
H 2.2162 1.9033 1.8919
H 0.4040 2.9464 4.3048
H -0.0306 1.5139 3.3107
H -1.1793 2.8702 3.4078
C -0.7824 -2.7331 3.6889
N 0.0238 -3.1999 2.5754
C 0.9261 -2.4505 1.8875
Se 1.4411 -0.7377 2.2531
N 1.3997 -3.2985 0.9065
C 0.8772 -4.5809 1.0557
C 1.2475 -5.7415 0.4198
C 0.6667 -6.9117 0.9130
C -0.2188 -6.8549 1.9979
C -0.5570 -5.6634 2.6224
C -0.0076 -4.4925 2.1263
H -0.7093 -1.6679 3.8286
H -0.4934 -3.1914 4.6218
H -1.8260 -2.9579 3.5278
H 2.1118 -3.0292 0.1984
H 1.9593 -5.6933 -0.4216
H 0.9362 -7.8678 0.4359
H -0.6240 -7.7988 2.3687
H -1.1988 -5.5939 3.4794